The following is a DFT calculation (ωB97M-V/def2-TZVPD) of C5H8O2 as an isolated structure.

```
15
Properties=species:S:1:pos:R:3:forces:R:3
O -0.746429 1.397287 0.804552 -0.045 0.015 -0.132
C -1.400370 0.157120 0.690822 -0.187 -0.195 -0.001
C -0.980049 -0.723193 -0.479236 -0.205 0.111 0.008
O 0.174707 -1.488280 -0.190282 -0.003 -0.030 0.004
C 1.405102 -0.907466 -0.580110 0.227 0.067 -0.018
C 1.691492 0.474627 -0.215318 -0.412 0.117 0.187
C 0.971635 1.460833 0.273559 0.268 -0.086 -0.274
H 0.591417 1.200900 1.344337 0.198 -0.041 0.079
H -2.468228 0.394117 0.582098 0.093 -0.065 0.012
H -1.286355 -0.439475 1.610397 -0.027 0.046 -0.122
H -0.850818 -0.120299 -1.392284 0.023 -0.066 0.152
H -1.776799 -1.451745 -0.669264 0.070 0.112 0.026
H 1.498335 -0.895666 -1.685674 0.002 0.008 0.110
H 2.181141 -1.591081 -0.221116 -0.063 0.150 -0.060
H 0.995212 2.532319 0.127525 0.062 -0.142 0.029
```
Forces are in eV/Å.

energy	-345.574434	hartree
HOMO energy	-8.49	eV
total charge	0
LUMO	0.0	eV
largest force on an atom	0.468	eV/A
relative energy (zero: lowest compared OMol25 entry of this formula, charge and spin)	144.66	kcal/mol